1.
{"formula": "C5H8N2O", "method": "ωB97M-V with the def2-TZVPD basis set", "symbols": ["O", "C", "N", "C", "C", "N", "C", "C", "H", "H", "H", "H", "H", "H", "H", "H"], "positions_angstrom": [[-3.439563, -0.349488, -0.655562], [-2.485018, 0.186112, -0.097101], [-1.155895, -0.082078, -0.323664], [-0.156244, 0.742194, 0.492722], [1.009637, 1.110305, -0.356678], [1.595134, -0.117453, -0.791092], [1.061046, -1.261248, -0.103345], [-0.197440, -0.716227, 0.555955], [-2.646264, 0.907151, 0.715821], [-0.627807, 1.414142, 1.184447], [1.713926, 1.657792, 0.281985], [0.691337, 1.840015, -1.167138], [2.603714, -0.109449, -0.801004], [1.780218, -1.796052, 0.534617], [0.838901, -2.096245, -0.850063], [-0.585688, -1.329466, 1.380107]], "forces_ev_per_angstrom": [[2.011, 0.928, 0.831], [-2.112, -1.598, 0.075], [1.443, 0.900, -0.981], [-1.290, -0.832, -0.986], [0.164, 2.136, 0.183], [0.822, -0.300, -0.994], [-0.699, -1.706, -1.582], [0.060, -1.798, 1.432], [-0.266, 0.501, -0.089], [0.155, 0.125, 0.408], [-0.030, 0.244, 0.022], [0.406, -1.055, 0.553], [-0.127, 0.147, -0.093], [-0.311, 0.679, 0.688], [-0.265, 1.047, 0.672], [0.037, 0.582, -0.138]], "e_tot_ha": -379.9961, "largest_force_ev_per_a": 2.6, "smiles": "O=CN1[C@@H]2CNC[C@@H]21", "lumo_ev": 0.79, "gap_ev": 9.56, "charge": 0}

***

2.
{"formula": "C6H12O", "method": "ωB97M-V with the def2-TZVPD basis set", "symbols": ["C", "C", "C", "C", "O", "C", "C", "H", "H", "H", "H", "H", "H", "H", "H", "H", "H", "H", "H"], "positions_angstrom": [[0.470823, 0.850278, -1.835843], [0.861493, 0.261195, -0.488866], [0.395990, 1.055344, 0.736237], [0.485110, 0.012927, 1.852262], [0.366087, -1.271104, 1.212057], [0.231782, -1.087562, -0.150883], [-2.306179, -0.751910, -0.115433], [0.906955, 1.847582, -1.960951], [0.829850, 0.225034, -2.661236], [-0.618242, 0.939044, -1.911577], [1.953590, 0.128404, -0.439971], [-0.643715, 1.365504, 0.580465], [1.003737, 1.942122, 0.936630], [-0.310184, 0.110536, 2.598883], [1.454623, 0.033194, 2.363188], [0.612136, -1.961683, -0.687650], [-2.174251, -0.993507, 0.960875], [-0.890810, -0.964988, -0.473019], [-2.628795, -1.740407, -0.515167]], "forces_ev_per_angstrom": [[-0.041, 0.002, -0.040], [-0.032, 0.003, 0.017], [-0.024, 0.066, 0.025], [0.032, 0.204, 0.153], [0.051, -0.064, -0.052], [0.148, -0.005, 0.077], [0.148, -0.272, 0.031], [-0.061, -0.163, 0.030], [-0.072, 0.086, 0.111], [0.136, -0.025, 0.023], [-0.176, -0.039, -0.001], [0.159, -0.042, 0.027], [-0.053, -0.146, -0.024], [0.123, -0.026, -0.120], [-0.134, 0.018, -0.048], [-0.204, 0.116, 0.035], [0.074, 0.081, -0.167], [-0.252, 0.053, -0.031], [0.176, 0.152, -0.046]], "e_tot_ha": -310.8766, "largest_force_ev_per_a": 0.3, "lumo_ev": 0.01, "gap_ev": 8.52, "charge": 0}

***

3.
{"formula": "C12H17OS", "method": "ωB97M-V with the def2-TZVPD basis set", "symbols": ["C", "C", "C", "C", "C", "C", "C", "C", "C", "C", "C", "C", "O", "S", "H", "H", "H", "H", "H", "H", "H", "H", "H", "H", "H", "H", "H", "H", "H", "H", "H"], "positions_angstrom": [[-4.454805, -0.164594, -0.951141], [-3.631878, -1.238045, -1.274335], [-4.116169, 0.701316, 0.018602], [-2.479144, -1.501350, -0.582338], [-2.979244, 0.503612, 0.757164], [-2.159362, -0.581136, 0.470915], [3.375199, 0.188197, 0.758553], [2.411176, 0.998816, 1.707937], [2.582698, -0.999254, 0.243244], [1.180964, 1.309071, 0.879100], [1.384890, -0.612826, -0.576362], [1.589289, 0.242718, -1.756140], [0.446309, 0.182695, 0.315357], [-0.699491, -0.900700, 1.398467], [-5.370456, 0.055223, -1.542901], [-3.988930, -1.894392, -2.022705], [-4.746402, 1.514531, 0.443233], [-1.985588, -2.417214, -0.834269], [-2.477532, 1.097543, 1.624201], [3.842852, 0.706080, -0.075277], [4.143658, -0.016211, 1.464718], [2.348903, 0.389244, 2.577151], [2.863363, 1.890360, 1.917460], [3.337717, -1.642094, -0.262325], [2.295586, -1.552146, 1.160455], [0.455958, 1.904795, 1.426528], [1.077904, 1.907733, -0.056978], [0.962253, -1.646752, -0.796965], [1.673293, 1.372495, -1.511985], [0.701775, 0.182256, -2.505541], [2.415212, 0.020027, -2.413825]], "forces_ev_per_angstrom": [[-1.209, -0.076, -1.970], [-0.477, 0.204, 0.174], [-0.559, 2.494, 2.970], [-0.741, 1.091, 0.779], [2.998, 0.096, 2.001], [0.993, -1.838, -0.877], [-0.968, 0.898, 0.858], [0.216, -1.571, -4.475], [2.206, -0.241, 1.420], [-2.366, 1.633, 0.536], [0.108, -2.253, 0.451], [-1.817, 2.559, -2.709], [-0.463, -2.409, 0.590], [0.047, 1.130, -0.955], [0.698, -0.518, 0.526], [-0.031, -0.657, -0.742], [0.147, -0.578, -1.138], [0.768, -0.119, 0.291], [-1.915, -0.445, -1.603], [-0.245, 0.602, 0.078], [1.071, -1.101, 0.015], [-1.022, -0.249, 0.793], [1.046, 2.477, 0.905], [-1.087, 0.121, -0.278], [-0.338, -0.105, -0.650], [-0.455, -0.528, 0.672], [2.014, 0.156, 1.014], [-0.530, 1.774, 0.042], [0.133, -2.163, -0.563], [1.159, 0.047, 1.516], [0.619, -0.429, 0.330]], "e_tot_ha": -940.5105, "largest_force_ev_per_a": 4.7, "lumo_ev": -4.92, "gap_ev": 8.46, "charge": 1}

***

4.
{"formula": "C5H13NO", "method": "ωB97M-V with the def2-TZVPD basis set", "symbols": ["C", "C", "C", "C", "N", "C", "H", "H", "H", "H", "H", "H", "H", "H", "H", "H", "H", "O", "H", "H"], "positions_angstrom": [[0.524124, 1.724689, -2.282717], [1.330186, 0.640144, -1.528343], [0.630772, 0.134096, -0.306210], [1.194764, 0.028633, 0.898621], [0.624813, -0.400844, 2.090334], [-0.665178, -1.089477, 2.081332], [-0.415624, 1.955084, -1.764141], [1.084832, 2.642592, -2.379714], [0.226175, 1.403559, -3.283727], [2.309965, 1.034000, -1.296146], [1.502480, -0.198386, -2.212466], [-0.345970, -0.291316, -0.491760], [2.206309, 0.415191, 0.961703], [1.273624, -0.834568, 2.723110], [-1.163617, -0.989362, 1.128626], [-1.328091, -0.613037, 2.813180], [-0.582087, -2.148322, 2.329267], [-2.663134, -0.869383, -0.775660], [-3.108516, -0.138604, -1.222905], [-3.303813, -1.242126, -0.160040]], "forces_ev_per_angstrom": [[-0.516, -0.334, 0.046], [-0.332, 0.067, -0.392], [-0.013, -0.599, 0.090], [0.075, 0.420, -0.609], [-0.261, -0.398, -0.078], [-0.071, 0.502, 0.425], [0.265, 0.015, 0.042], [0.126, 0.302, -0.038], [0.168, -0.006, 0.002], [0.330, 0.063, 0.263], [-0.005, 0.024, 0.044], [-0.187, 0.167, 0.026], [0.109, -0.091, 0.460], [0.187, 0.152, 0.026], [0.083, -0.048, -0.236], [0.059, -0.168, 0.031], [0.084, -0.044, -0.065], [-0.087, 0.030, -0.060], [0.022, -0.168, 0.155], [-0.037, 0.112, -0.131]], "e_tot_ha": -328.2621, "largest_force_ev_per_a": 0.7, "smiles": "CC/C=C/NC.O", "lumo_ev": 0.71, "gap_ev": 8.17, "charge": 0}

***

5.
{"formula": "C5H6O2", "method": "ωB97M-V with the def2-TZVPD basis set", "symbols": ["C", "C", "C", "C", "O", "C", "O", "H", "H", "H", "H", "H", "H"], "positions_angstrom": [[-0.435304, 1.633951, -0.088812], [-1.054677, -0.954946, -0.002773], [-0.231080, 0.159489, -0.012057], [2.201161, -0.892260, 0.004418], [-2.365563, -1.132236, 0.162347], [0.917423, -0.644733, -0.078067], [-0.254240, -1.980107, -0.097477], [-2.785354, -0.292479, 0.388946], [0.189622, 2.069878, -0.871286], [-1.473948, 1.866296, -0.334330], [-0.190230, 2.137881, 0.850228], [2.866291, -0.138937, 0.405589], [2.615898, -1.831796, -0.326726]], "forces_ev_per_angstrom": [[0.105, -0.031, 0.097], [0.349, 1.091, 0.495], [-0.909, 0.003, -0.138], [0.026, -0.165, -0.062], [0.346, -0.213, -0.165], [-0.881, -1.332, 0.299], [1.013, 0.595, -0.410], [0.112, -0.032, -0.046], [-0.042, 0.020, 0.003], [0.032, -0.001, 0.007], [-0.036, 0.026, -0.048], [-0.033, 0.148, -0.247], [-0.083, -0.108, 0.213]], "e_tot_ha": -344.4936, "largest_force_ev_per_a": 1.6, "lumo_ev": 0.52, "gap_ev": 8.37, "charge": 0}

***

6.
{"formula": "C4H6N2", "method": "ωB97M-V with the def2-TZVPD basis set", "symbols": ["C", "C", "N", "C", "N", "C", "H", "H", "H", "H", "H", "H"], "positions_angstrom": [[0.548843, -1.667035, -0.235496], [0.260571, -0.216898, -0.057116], [1.154183, 0.704931, -0.167377], [0.424623, 1.909179, 0.009543], [-0.835786, 1.819293, 0.220139], [-1.076620, 0.387998, 0.257120], [-0.009412, -2.281310, 0.475334], [1.617702, -1.852009, -0.123475], [0.256232, -1.986247, -1.241842], [0.960201, 2.856394, -0.007380], [-1.891226, 0.086590, -0.407198], [-1.381830, 0.104326, 1.276854]], "forces_ev_per_angstrom": [[0.049, -0.087, 0.027], [0.163, 0.105, -0.061], [-0.290, -0.169, -0.017], [-0.178, 0.217, 0.160], [0.438, -0.028, 0.079], [-0.081, -0.058, 0.069], [0.045, 0.068, -0.044], [-0.101, 0.020, 0.005], [-0.020, 0.068, 0.099], [-0.147, -0.163, -0.107], [0.103, 0.003, -0.034], [0.018, 0.022, -0.175]], "e_tot_ha": -265.5119, "largest_force_ev_per_a": 0.4, "smiles": "CC1=NC=NC1", "lumo_ev": 0.81, "gap_ev": 10.98, "charge": 0}

***

7.
{"formula": "C2H4INS", "method": "ωB97M-V with the def2-TZVPD basis set", "symbols": ["C", "C", "N", "S", "I", "H", "H", "H", "H"], "positions_angstrom": [[3.125487, -1.459362, 0.139644], [0.831894, -2.151396, 0.037286], [1.974905, -1.684888, -0.190630], [-0.174760, 1.676518, -0.044108], [4.177168, 0.229189, -0.000856], [0.309005, -2.887086, -0.627248], [0.204614, -1.905158, 0.862207], [0.085805, 2.257802, 1.154712], [-0.879553, 2.939167, -0.266692]], "forces_ev_per_angstrom": [[0.459, -0.842, 0.385], [-2.475, -1.621, -1.716], [0.311, -0.289, 0.812], [-1.190, 2.780, 0.295], [0.505, 1.257, -0.478], [0.912, 0.992, 0.046], [0.271, 0.523, 0.953], [0.227, -0.618, -0.180], [0.979, -2.180, -0.117]], "e_tot_ha": -829.1099, "largest_force_ev_per_a": 3.4, "lumo_ev": 0.15, "gap_ev": 7.96, "charge": 0}

***

How do the records compare in relative energy (zero: lowest compared OMol25 entry of this formula, charge and spin)? In the order shown, they have 2.506; 4.971; 0.024; 1.544; 2.949; 0.644; 3.074 eV.